{
  "formula": "C5H7NO",
  "method": "ωB97M-V/def2-TZVPD",
  "homo_lumo_gap_ev": 9.1920,
  "lumo_energy_ev": 0.42,
  "de_lowest_ev": 4.589,
  "energy_ha": -324.555828,
  "symbols": ["C", "C", "C", "O", "C", "N", "C", "H", "H", "H", "H", "H", "H", "H"],
  "xyz": [[0.8218, 0.9807, 1.7396], [0.7295, -0.6251, 0.4124], [-0.0924, -1.1733, -0.7495], [-1.4057, -0.6287, -0.7903], [-1.4296, 0.7247, -0.7239], [-0.5220, 1.5007, -0.3130], [0.6781, 0.9583, 0.2938], [-0.2170, 1.0323, 2.1317], [0.3031, -1.0006, 1.3552], [1.7601, -0.9779, 0.3557], [-0.2126, -2.2552, -0.6728], [0.4094, -0.9412, -1.6973], [-2.3820, 1.1122, -1.0820], [1.5594, 1.2931, -0.2595]]
}

***

{
  "formula": "C29H36B2CsF4N6O9S5",
  "method": "ωB97M-V/def2-TZVPD",
  "homo_lumo_gap_ev": 4.0566,
  "lumo_energy_ev": -0.65,
  "de_lowest_ev": 0.936,
  "charge": -1,
  "energy_ha": -4592.826843,
  "symbols": ["Cs", "C", "C", "N", "O", "B", "F", "F", "O", "N", "C", "C", "C", "N", "O", "B", "F", "F", "O", "N", "C", "C", "C", "H", "H", "H", "H", "H", "H", "H", "H", "H", "H", "H", "H", "O", "C", "S", "C", "C", "S", "S", "S", "C", "O", "C", "O", "N", "N", "H", "H", "H", "H", "H", "H", "C", "C", "C", "O", "C", "H", "H", "H", "H", "H", "H", "H", "H", "O", "S", "C", "C", "C", "C", "C", "C", "C", "C", "C", "C", "C", "C", "H", "H", "H", "H", "H", "H", "H", "H", "H", "H"],
  "xyz": [[0.2100, -0.2840, -0.1707], [4.4900, 3.0591, 0.7605], [3.0566, 2.7242, 0.4800], [2.1706, 2.4675, 1.3595], [2.5514, 2.4552, 2.6636], [1.3804, 2.4894, 3.6118], [1.8198, 1.8165, 4.7683], [1.1113, 3.8401, 3.9053], [0.0990, 1.8236, 3.2334], [-0.2871, 2.0929, 1.9248], [-1.3471, 2.7797, 1.7772], [-2.2474, 3.2870, 2.8604], [-1.6857, 3.0906, 0.3289], [-0.8523, 2.6600, -0.5307], [-1.1319, 2.9584, -1.8299], [-0.1127, 2.4873, -2.8335], [0.4164, 3.6338, -3.4505], [-0.7939, 1.7055, -3.7891], [0.9963, 1.6288, -2.3323], [1.5084, 1.9067, -1.0569], [2.5658, 2.5948, -0.9442], [3.3833, 3.1645, -2.0623], [-2.9116, 3.8805, -0.0267], [4.6291, 3.1579, 1.8347], [4.7815, 3.9924, 0.2735], [5.1587, 2.2767, 0.3892], [-1.7635, 3.1283, 3.8211], [-3.2019, 2.7529, 2.8461], [-2.4599, 4.3505, 2.7427], [2.8741, 3.0062, -3.0093], [4.3664, 2.6858, -2.0834], [3.5421, 4.2363, -1.9261], [-3.5635, 4.0335, 0.8297], [-3.4705, 3.3722, -0.8121], [-2.6321, 4.8554, -0.4340], [-2.5094, -3.9623, 5.9489], [-2.4262, -3.7648, 4.7778], [-3.3528, -2.5067, 3.9257], [-2.8446, -2.8616, 2.3012], [-1.8354, -4.0165, 2.1884], [-1.2414, -4.5595, 0.8035], [-1.3764, -4.7281, 3.7025], [-3.4012, -2.0114, 1.0633], [-3.8627, 1.3916, -2.7135], [-3.5005, 0.0471, -3.0799], [-2.5379, -0.4923, -2.3277], [-2.0781, -0.0121, -1.3164], [-2.1619, -1.6977, -2.8635], [-1.4357, -2.5589, -2.0172], [-4.5360, 1.7276, -3.4971], [-2.9743, 2.0164, -2.6592], [-4.3756, 1.3814, -1.7514], [-2.8372, -2.1005, -3.4966], [-1.0665, -3.3254, -2.5619], [-2.0295, -2.9209, -1.2754], [2.3634, -1.2849, 4.5454], [3.6518, -1.0844, 3.7212], [3.1356, -0.9594, 2.2929], [1.9862, -1.8086, 2.2598], [1.2891, -1.5805, 3.4847], [2.1100, -0.3765, 5.0845], [2.4642, -2.1037, 5.2594], [4.3151, -1.9475, 3.8113], [4.1929, -0.1907, 4.0302], [3.8235, -1.3031, 1.5215], [2.8464, 0.0735, 2.0776], [0.7026, -2.4783, 3.6915], [0.6199, -0.7177, 3.3797], [2.7761, -0.8350, -0.8891], [2.4623, -1.2657, -2.2788], [4.0152, -1.7817, -3.0278], [4.1715, -1.6898, -4.3993], [5.3632, -2.1214, -4.9712], [6.3792, -2.6126, -4.1664], [6.2167, -2.6688, -2.7857], [5.0303, -2.2504, -2.2075], [1.9299, -2.9940, -2.1071], [2.0586, -3.6109, -0.8766], [1.7022, -4.9515, -0.7665], [1.2090, -5.6424, -1.8631], [1.0740, -4.9989, -3.0904], [1.4350, -3.6671, -3.2151], [3.3791, -1.2762, -5.0117], [5.5006, -2.0569, -6.0428], [7.3091, -2.9417, -4.6123], [7.0199, -3.0359, -2.1595], [4.8807, -2.2704, -1.1351], [2.4225, -3.0474, -0.0238], [1.8037, -5.4501, 0.1888], [0.9282, -6.6834, -1.7652], [0.6901, -5.5373, -3.9481], [1.3362, -3.1555, -4.1662]]
}

***

{
  "formula": "C3H6",
  "method": "ωB97M-V/def2-TZVPD",
  "homo_lumo_gap_ev": 11.8832,
  "smiles": "C1CC1",
  "lumo_energy_ev": 1.43,
  "de_lowest_ev": 0.339,
  "energy_ha": -117.859489,
  "symbols": ["C", "C", "C", "H", "H", "H", "H", "H", "H"],
  "xyz": [[-0.6297, -0.5343, 0.2099], [0.6964, 0.0349, 0.5324], [-0.0078, 0.4797, -0.7531], [-1.4449, -0.2253, 0.8412], [-0.6818, -1.5665, -0.1493], [1.5783, -0.5700, 0.5964], [0.6424, 0.8336, 1.2907], [-0.4857, 1.4587, -0.8055], [0.3328, 0.0893, -1.7627]]
}

***

{
  "formula": "H24NO10",
  "method": "ωB97M-V/def2-TZVPD",
  "homo_lumo_gap_ev": 11.1179,
  "lumo_energy_ev": -2.79,
  "de_lowest_ev": 3.858,
  "charge": 1,
  "energy_ha": -821.234839,
  "symbols": ["N", "H", "H", "H", "H", "O", "H", "H", "O", "H", "H", "O", "H", "H", "O", "H", "H", "O", "H", "H", "O", "H", "H", "O", "H", "H", "O", "H", "H", "O", "H", "H", "O", "H", "H"],
  "xyz": [[0.2502, 0.0854, 0.2692], [1.0003, -0.5490, 0.6845], [0.2128, 1.1250, 0.4105], [-0.6263, -0.2649, 0.7953], [0.1337, -0.0485, -0.7098], [-2.8515, 0.0614, -0.5831], [-3.6388, 0.5078, 0.0045], [-3.2093, -0.7745, -1.0570], [0.8114, 1.3931, -2.2895], [0.5455, 2.3941, -2.5342], [0.2265, 0.9563, -2.6553], [-1.6942, -0.5955, 2.3689], [-2.1382, -0.2270, 3.2902], [-2.4168, -0.4822, 1.8583], [1.9802, 2.6828, 0.7202], [2.5175, 2.8005, 1.4480], [2.0365, 3.5043, 0.1146], [-1.1854, 0.1346, -3.4997], [-1.1331, -0.7406, -3.1025], [-1.8953, 0.6747, -3.2496], [-1.1155, -2.3726, -2.0956], [-0.9992, -2.8305, -2.8419], [-0.5703, -2.8554, -1.2651], [1.7125, -1.6661, 2.2591], [2.6496, -1.8960, 2.0672], [1.9538, -1.6042, 3.1744], [-1.4595, 2.4288, 1.4170], [-1.4316, 3.3543, 1.2328], [-1.6327, 2.2555, 2.3202], [-0.0565, -3.0971, 0.3022], [0.7232, -2.6417, 0.7773], [0.4008, -3.9016, 0.2602], [3.6183, 0.4056, 0.2389], [4.0863, 0.5804, -0.6234], [3.1952, 1.2026, 0.4929]]
}

***

{
  "formula": "C37H31MnN2O4S2",
  "method": "ωB97M-V/def2-TZVPD",
  "homo_lumo_gap_ev": [8.3465, 8.3551],
  "multiplicity": 6,
  "lumo_energy_ev": [-2.54, -2.55],
  "de_lowest_ev": 0.000,
  "charge": 1,
  "energy_ha": -3786.248116,
  "symbols": ["Mn", "C", "C", "C", "C", "C", "C", "C", "S", "O", "C", "C", "C", "C", "C", "C", "C", "C", "C", "C", "C", "C", "C", "C", "C", "C", "C", "C", "C", "C", "S", "O", "C", "C", "C", "C", "C", "C", "C", "H", "H", "H", "H", "H", "H", "H", "H", "H", "H", "H", "H", "H", "H", "H", "H", "H", "H", "H", "H", "H", "H", "H", "H", "H", "H", "N", "C", "N", "C", "C", "O", "O", "H", "H", "H", "H", "H"],
  "xyz": [[-1.7374, 2.5855, -1.9111], [6.7830, 2.5110, -1.2722], [5.3078, 2.2590, -1.3836], [4.4140, 2.9091, -0.5365], [3.0574, 2.6463, -0.6116], [2.5861, 1.7240, -1.5386], [3.4553, 1.0743, -2.4031], [4.8062, 1.3557, -2.3231], [0.8454, 1.3650, -1.3685], [0.0765, 1.6093, -2.6530], [0.9736, -0.4289, -1.2207], [0.9370, -1.2359, -2.3674], [0.9143, -2.5932, -2.2180], [0.8853, -3.1856, -0.9332], [0.7768, -4.5872, -0.7724], [0.6677, -5.1382, 0.4727], [0.6843, -4.3161, 1.6183], [0.8110, -2.9614, 1.5006], [0.9084, -2.3606, 0.2227], [0.9555, -0.9521, 0.0562], [0.8407, -0.0064, 1.2058], [1.9278, 0.2908, 2.0664], [3.1756, -0.3671, 1.9514], [4.2154, -0.0215, 2.7664], [4.0638, 0.9993, 3.7273], [2.8731, 1.6567, 3.8543], [1.7727, 1.3236, 3.0299], [0.5422, 2.0164, 3.1233], [-0.4973, 1.7206, 2.2886], [-0.3355, 0.6976, 1.3420], [-1.5975, 0.4675, 0.0737], [-2.3166, 1.8052, 0.0425], [-2.5851, -0.7839, 0.8770], [-3.1079, -0.6673, 2.1542], [-3.7803, -1.7464, 2.7021], [-3.9185, -2.9435, 2.0016], [-4.5916, -4.1389, 2.6107], [-3.3917, -3.0314, 0.7126], [-2.7292, -1.9582, 0.1464], [6.9800, 3.5004, -0.8631], [7.2741, 2.4231, -2.2401], [7.2377, 1.7781, -0.6016], [4.7799, 3.6275, 0.1864], [2.3549, 3.1524, 0.0415], [3.0852, 0.3706, -3.1373], [5.4904, 0.8597, -3.0007], [0.9023, -0.7717, -3.3455], [0.8950, -3.2382, -3.0880], [0.7750, -5.2118, -1.6574], [0.5664, -6.2094, 0.5862], [0.5991, -4.7675, 2.5984], [0.8363, -2.3256, 2.3773], [3.2882, -1.1463, 1.2073], [5.1645, -0.5344, 2.6802], [4.8987, 1.2608, 4.3638], [2.7556, 2.4481, 4.5845], [0.4428, 2.8079, 3.8559], [-1.4280, 2.2720, 2.3188], [-2.9888, 0.2530, 2.7129], [-4.1979, -1.6566, 3.6972], [-5.0484, -3.9040, 3.5700], [-3.8585, -4.9329, 2.7646], [-5.3622, -4.5316, 1.9469], [-3.5044, -3.9513, 0.1516], [-2.3108, -2.0256, -0.8521], [-1.4629, 5.7079, -2.4152], [-1.6201, 4.5909, -2.1647], [-6.5144, 2.8148, -3.7684], [-5.8377, 1.7244, -3.0720], [-4.3402, 1.9808, -3.0386], [-3.9289, 3.0369, -3.6942], [-3.5326, 1.2635, -2.4612], [-6.9706, 3.4486, -3.1249], [-7.2083, 2.4888, -4.4254], [-4.7285, 3.4445, -4.1071], [-5.9831, 0.7709, -3.5788], [-6.1685, 1.5879, -2.0412]]
}

***

{
  "formula": "C21H29N4OOsSi2",
  "method": "ωB97M-V/def2-TZVPD",
  "homo_lumo_gap_ev": [7.0915, 6.0019],
  "multiplicity": 5,
  "lumo_energy_ev": [-3.15, -5.00],
  "charge": 1,
  "energy_ha": -1781.392222,
  "symbols": ["Os", "C", "Si", "C", "C", "N", "C", "C", "C", "C", "C", "C", "N", "Si", "C", "C", "C", "H", "H", "H", "H", "H", "H", "H", "H", "H", "H", "H", "H", "H", "H", "H", "H", "H", "H", "H", "H", "H", "H", "O", "C", "C", "C", "C", "C", "C", "C", "N", "C", "C", "N", "H", "H", "H", "H", "H", "H", "H"],
  "xyz": [[-0.0387, -0.7138, -0.8578], [3.9293, 0.5652, -2.3973], [2.8246, -0.9745, -2.1668], [1.2789, -0.9519, -3.3178], [3.8320, -2.5813, -2.3280], [1.8912, -0.9111, -0.6718], [2.3469, -0.9466, 0.6027], [3.6887, -0.9519, 0.9856], [4.0314, -0.9461, 2.3252], [3.0392, -0.9453, 3.3004], [1.7039, -0.9580, 2.9482], [1.3187, -0.9615, 1.6030], [0.0349, -0.9583, 1.1488], [-1.3202, -0.9980, 2.3126], [-1.1995, -2.5992, 3.3524], [-3.0129, -1.1350, 1.4631], [-1.2630, 0.7026, 3.1967], [4.6437, 0.3978, -3.1968], [4.4985, 0.7894, -1.4993], [3.3603, 1.4544, -2.6511], [1.5172, -1.2123, -4.3446], [0.8152, 0.0382, -3.3484], [0.5300, -1.6960, -2.9871], [4.3175, -2.6250, -3.2974], [3.2145, -3.4685, -2.2265], [4.6104, -2.6448, -1.5745], [4.4473, -0.9457, 0.2218], [5.0707, -0.9389, 2.6121], [3.3137, -0.9339, 4.3423], [0.9471, -0.9550, 3.7098], [-1.2216, -3.4666, 2.6975], [-2.0627, -2.6730, 4.0064], [-0.3160, -2.6859, 3.9716], [-2.9969, -1.8077, 0.6112], [-3.3844, -0.1690, 1.1350], [-3.7296, -1.5347, 2.1710], [-0.4247, 0.8110, 3.8764], [-2.1705, 0.8630, 3.7693], [-1.1885, 1.5016, 2.4622], [-1.9565, -0.5443, -1.2299], [-2.8891, 0.3479, -1.2921], [-4.2139, -0.0868, -1.5523], [-5.2778, 0.7787, -1.5507], [-5.0744, 2.1322, -1.2879], [-3.7929, 2.5994, -1.0853], [-2.6766, 1.7530, -1.1059], [-1.3504, 2.3121, -0.9766], [-0.1944, 1.6527, -0.9781], [0.8043, 2.5713, -0.8997], [0.2608, 3.8197, -0.8528], [-1.0896, 3.6430, -0.8951], [-4.3577, -1.1419, -1.7326], [-6.2742, 0.4106, -1.7427], [-5.9082, 2.8147, -1.2564], [-3.6584, 3.6577, -0.9198], [1.8330, 2.2729, -0.8962], [0.7118, 4.7886, -0.8011], [-1.7698, 4.3859, -0.9050]]
}